# 1
Computed, not measured: C4H7NO in the gas phase at a distorted geometry, with the ωB97M-V functional and the def2-TZVPD basis.

Positions of all 13 atoms, in Å:
H -3.27994 -0.65488 0.10544
N -2.29677 -0.64786 0.33708
C -1.43407 0.01204 -0.27415
C -0.03527 -0.05135 0.38816
C 0.90535 1.14155 0.12905
C 1.11231 -0.21736 -0.46008
O 2.03116 -1.02920 0.19978
H -1.56320 0.85166 -1.03161
H -0.15620 -0.53168 1.35545
H 0.47017 1.98859 -0.46223
H 1.35714 1.50390 1.08809
H 1.13000 -0.46993 -1.49727
H 1.75930 -1.89548 0.12228

Calculated values
lowest unoccupied orbital energy = 0.0397 Eh
total energy = -7796.547 eV
energy above the lowest of the compared OMol25 structures with the same formula, charge and spin = 71.4 kcal/mol
HOMO energy = -9.4663 eV

=====

# 2
Computed, not measured: a molecular structure, C56H59IrO3S2Si2 at a distorted geometry, with the ωB97M-V functional and the def2-TZVPD basis.

Positions of all 123 atoms, in Å:
Ir -2.21295 0.93151 -0.79124
C 7.96975 -1.09880 -1.53918
C 6.68132 -0.54034 -1.00727
C 6.64983 0.16072 0.19859
C 5.46942 0.69446 0.68355
C 4.30192 0.51927 -0.04536
C 4.31134 -0.15492 -1.25553
C 5.49959 -0.69039 -1.72602
S 2.75828 1.21912 0.51375
O 2.98758 2.62359 0.92680
C 2.62193 0.28893 2.07135
C 2.70079 1.05649 3.24843
C 2.58701 0.43882 4.46115
C 2.38307 -0.96167 4.55416
C 2.21211 -1.60028 5.80946
C 1.97927 -2.94287 5.88511
C 1.91053 -3.71573 4.70400
C 2.07766 -3.13122 3.48202
C 2.32137 -1.73611 3.37330
C 2.43971 -1.08068 2.11048
C 2.34912 -1.87882 0.85600
C 3.42629 -2.71372 0.43307
C 4.65001 -2.77010 1.14678
C 5.68306 -3.53642 0.68892
C 5.54668 -4.28705 -0.49953
C 4.38091 -4.24430 -1.20888
C 3.29533 -3.44882 -0.76688
C 2.10101 -3.34519 -1.53018
C 1.07306 -2.54114 -1.13086
C 1.21472 -1.81723 0.07132
S -0.16312 -0.86423 0.70111
O -1.13829 -0.88238 -0.50610
C -0.77376 -1.95511 1.94381
C -1.05598 -3.29185 1.69250
C -1.52781 -4.07594 2.72759
C -1.71008 -3.54830 4.00780
C -2.21497 -4.40669 5.12970
C -1.40999 -2.20787 4.23290
C -0.94710 -1.40323 3.20583
H 8.72676 -1.16305 -0.75957
H 8.36288 -0.46160 -2.33324
H 7.82220 -2.09324 -1.96071
H 7.56529 0.28694 0.76324
H 5.44889 1.24365 1.61673
H 3.39306 -0.26943 -1.81990
H 5.50918 -1.23264 -2.66355
H 2.84614 2.12373 3.15510
H 2.64580 1.01843 5.37404
H 2.26669 -0.99789 6.70760
H 1.85036 -3.42002 6.84730
H 1.72382 -4.77985 4.77056
H 2.01900 -3.73334 2.58407
H 4.76344 -2.18695 2.05108
H 6.61607 -3.56512 1.23540
H 6.37203 -4.89348 -0.84728
H 4.27148 -4.80837 -2.12667
H 2.01844 -3.91382 -2.44783
H 0.16969 -2.44092 -1.71301
H -0.90725 -3.71228 0.70525
H -1.75235 -5.11939 2.54618
H -2.44389 -5.41452 4.78917
H -3.11859 -3.97857 5.56417
H -1.47194 -4.47535 5.92594
H -1.53553 -1.78967 5.22368
H -0.70505 -0.36229 3.38427
C -4.50284 2.83661 0.75075
Si -4.20771 2.28229 -1.02985
C -4.07901 3.68164 -2.26986
C -5.69684 1.30246 -1.59422
C -6.93895 1.89251 -1.85213
C -8.00563 1.11850 -2.27044
C -7.84633 -0.25437 -2.44723
C -6.62238 -0.84540 -2.19292
C -5.54195 -0.06886 -1.76238
Si -3.89255 -0.75792 -1.26032
C -4.12580 -1.62738 0.39490
C -3.24424 -1.93720 -2.56407
H -4.99553 3.81137 0.75846
H -3.59776 2.92565 1.35286
H -5.16590 2.11731 1.23391
H -4.80208 4.45115 -1.98743
H -4.35233 3.31294 -3.25927
H -3.10943 4.16352 -2.34289
H -7.07686 2.96095 -1.73093
H -8.96526 1.57930 -2.46485
H -8.67993 -0.85498 -2.78620
H -6.51120 -1.91501 -2.33240
H -5.09527 -2.13143 0.37412
H -4.14367 -0.92080 1.22723
H -3.35203 -2.36422 0.59411
H -3.84937 -2.84692 -2.57323
H -2.21154 -2.22228 -2.36847
H -3.30103 -1.48592 -3.55552
C -2.28116 5.69359 0.01905
C -0.80519 5.47324 -0.30502
C -0.08112 4.78060 0.85017
C -0.59516 4.78828 -1.64167
C -0.07184 5.53349 -2.68969
C 0.17530 4.97359 -3.93187
C -0.05908 3.62557 -4.13880
C -0.56263 2.82931 -3.12112
C -0.71805 1.34740 -3.36702
C 0.64277 0.65179 -3.40268
C -1.58030 1.01698 -4.57883
C -0.86786 3.42725 -1.88308
O -1.38436 2.70542 -0.86573
H -2.37652 6.26537 0.94337
H -2.78838 4.74233 0.15901
H -2.78870 6.24375 -0.77403
H -0.35166 6.46171 -0.42082
H -0.51249 3.80235 1.05628
H -0.16884 5.39013 1.75057
H 0.97892 4.63696 0.63173
H 0.14752 6.58057 -2.52377
H 0.56784 5.58430 -4.73362
H 0.17479 3.18621 -5.09993
H -1.23219 0.90130 -2.48225
H 1.22284 1.01183 -4.25447
H 0.51876 -0.42821 -3.50226
H 1.21249 0.85830 -2.49557
H -1.14344 1.42598 -5.48961
H -2.58448 1.42784 -4.47046
H -1.65962 -0.06329 -4.70407

Calculated values
lowest unoccupied orbital energy (alpha / beta) = -0.1577 / -0.1510 Eh
total energy = -105432.164 eV
net charge = +1
2S+1 = 2
HOMO energy (alpha / beta) = -10.4295 / -10.4964 eV

=====

# 3
Computed, not measured: 10 unconnected molecules or ions with the total composition C78H166N10O10 at a distorted geometry, with the ωB97M-V functional and the def2-TZVPD basis.

Positions of all 264 atoms, in Å:
C 9.96302 18.28292 10.57830
C 10.73744 17.87699 11.86580
C 11.39112 19.09964 12.57684
C 9.86682 17.18776 12.92092
C 9.46630 15.74008 12.56184
C 10.78700 15.00615 12.44970
C 11.64492 15.52384 11.27004
C 13.00032 14.82440 11.35211
C 10.95466 15.18026 9.83943
N 11.84056 16.93916 11.59876
O 12.83204 17.56842 10.74811
H 9.35257 19.16955 10.76215
H 10.63655 18.60334 9.73213
H 9.37366 17.43299 10.17970
H 12.03120 19.73580 11.98537
H 10.61391 19.75055 12.92007
H 11.99658 18.69960 13.37812
H 10.43415 17.09080 13.84541
H 9.02758 17.80598 13.22365
H 8.69026 15.32022 13.19105
H 9.00399 15.72782 11.57446
H 10.62490 13.93651 12.24819
H 11.21196 15.12427 13.43777
H 13.68531 15.27542 12.05762
H 13.60300 14.90870 10.43420
H 12.79422 13.75126 11.55843
H 11.58586 15.66565 9.09288
H 9.91895 15.50649 9.79078
H 10.86615 14.11690 9.65175
H 13.61467 17.51679 11.32381
C 12.10650 16.34478 25.65521
C 11.69027 17.11888 24.34854
C 10.17549 17.09573 24.32577
C 12.07945 18.59970 24.36966
C 13.55560 18.74923 24.18540
C 13.91314 18.14044 22.84776
C 13.51050 16.62197 22.69799
C 13.73280 16.29767 21.19818
C 14.43052 15.71544 23.57362
N 12.14466 16.49152 23.05990
O 11.73685 15.19960 22.94690
H 13.10612 16.61320 26.01116
H 11.36956 16.55536 26.38090
H 12.17925 15.27674 25.49142
H 9.79460 17.45057 23.34864
H 9.82233 16.07458 24.46101
H 9.78607 17.80590 25.06356
H 11.57864 19.11842 23.54708
H 11.66644 19.03812 25.25526
H 13.81173 19.77677 24.36065
H 14.04875 18.25359 25.01709
H 14.93148 18.39002 22.61939
H 13.33820 18.67488 22.07409
H 13.37466 17.10175 20.54666
H 13.24436 15.36372 20.91509
H 14.78938 16.15412 20.92145
H 14.37423 16.14173 24.59764
H 15.43482 15.72078 23.16396
H 14.12489 14.65998 23.63820
H 10.96698 15.16245 22.36235
C 11.64586 9.18321 20.38871
C 13.03736 9.88406 20.19125
C 14.09029 8.93320 19.49812
C 12.76948 11.16290 19.35262
C 13.94145 12.12644 19.33809
C 14.31044 12.53218 20.74077
C 14.63982 11.34953 21.62835
C 15.97742 10.82114 21.23757
C 14.61951 11.76127 23.09017
N 13.51352 10.34246 21.51316
O 13.74076 9.25066 22.34704
H 11.20091 9.00901 19.37744
H 11.70167 8.18151 20.81681
H 10.91889 9.74503 20.95902
H 14.24371 8.08570 20.18105
H 13.54351 8.55134 18.61259
H 15.00578 9.46872 19.22561
H 12.43430 10.77296 18.41929
H 11.89961 11.69937 19.69748
H 14.84700 11.68762 18.88892
H 13.75197 13.07435 18.75049
H 13.45268 13.12978 21.09594
H 15.17056 13.19807 20.74399
H 16.22577 10.96672 20.16910
H 16.04104 9.76666 21.47220
H 16.74513 11.32510 21.81875
H 13.79076 12.46370 23.28181
H 15.54493 12.26789 23.33751
H 14.41890 10.94852 23.76909
H 14.49268 8.70887 22.03418
C 10.16450 14.68662 19.00751
C 9.65284 16.16567 18.87746
C 8.09733 16.16880 18.72122
C 10.01207 16.79707 20.22846
C 9.89591 18.31225 20.23717
C 10.82853 18.73847 19.10315
C 10.46849 18.23051 17.71453
C 9.12936 18.88304 17.24824
C 11.62130 18.52873 16.73648
N 10.40490 16.81038 17.82863
O 10.05542 16.22973 16.59589
H 9.80011 13.92966 18.26279
H 11.24798 14.65029 18.94722
H 9.88520 14.17725 19.91546
H 7.67568 17.03756 19.19460
H 7.84147 16.04408 17.69580
H 7.73345 15.24177 19.20310
H 9.47299 16.23509 21.00424
H 11.04284 16.70926 20.50200
H 8.85622 18.64981 20.10770
H 10.17915 18.62742 21.24307
H 11.78304 18.30448 19.44132
H 10.91498 19.80001 19.05531
H 8.77540 18.55835 16.26376
H 9.32479 19.95649 17.32103
H 8.37574 18.71780 17.97398
H 12.56568 18.15517 17.13563
H 11.68275 19.60022 16.59379
H 11.46250 18.11927 15.74450
H 10.53723 15.39900 16.56201
C 18.10291 20.00164 11.89625
C 19.01577 18.77402 11.71630
C 20.30240 19.36388 11.14866
C 19.30042 18.10308 13.12638
C 18.08750 17.38549 13.60462
C 17.88757 16.25179 12.64410
C 17.48866 16.80823 11.22036
C 17.32830 15.62652 10.22120
C 16.09459 17.53041 11.25577
N 18.52241 17.72494 10.82668
O 18.26826 18.18452 9.52995
H 17.82233 20.31137 10.86336
H 17.18578 19.80149 12.49762
H 18.68099 20.83660 12.29671
H 21.01520 18.52986 11.01294
H 20.07805 19.84086 10.20343
H 20.75799 20.03649 11.87334
H 20.15124 17.42466 13.07316
H 19.53322 18.94285 13.75068
H 18.29452 17.01331 14.64175
H 17.24051 18.02527 13.78147
H 17.16045 15.51520 12.95819
H 18.88129 15.77169 12.58407
H 16.66286 14.88157 10.67280
H 18.26581 15.14210 10.03386
H 16.83664 16.00487 9.31908
H 15.93828 18.20326 12.06763
H 15.43942 16.65908 11.27644
H 15.91961 18.10504 10.33609
H 18.84493 17.65746 8.96434
C 16.60195 19.46924 20.51870
C 16.45347 20.00670 19.07871
C 14.93988 19.82508 18.65094
C 16.82671 21.48621 19.06358
C 18.32461 21.78893 19.27950
C 18.96607 21.13251 18.03036
C 18.71710 19.58106 18.02331
C 19.16096 19.05146 16.62297
C 19.59801 18.92909 19.07317
N 17.28963 19.32921 18.12137
O 16.95564 17.95950 17.98341
H 17.67438 19.52210 20.86868
H 15.86294 19.97022 21.19384
H 16.28259 18.43214 20.52285
H 14.53320 18.86118 18.97139
H 14.28034 20.65837 18.91059
H 14.89270 19.73072 17.55320
H 16.53176 22.03335 18.18361
H 16.12514 21.92874 19.77087
H 18.67953 22.81474 19.30422
H 18.57753 21.25831 20.23498
H 20.08083 21.22453 17.99067
H 18.62454 21.63233 17.10985
H 18.51203 19.42708 15.82613
H 19.09619 17.95731 16.61696
H 20.17412 19.40673 16.41002
H 20.62762 18.78466 18.79059
H 19.30889 17.87733 19.25066
H 19.59291 19.43315 20.03680
H 16.50672 17.80196 17.11004
C 17.55419 14.27469 21.79017
C 18.62879 15.17756 21.19782
C 18.49052 16.58452 21.86936
C 20.02082 14.68136 21.55747
C 20.50285 13.42166 20.77678
C 20.42544 13.82094 19.33565
C 19.04130 14.23014 18.87592
C 19.23510 14.76976 17.42475
C 18.15050 13.01653 18.89953
N 18.56221 15.31100 19.75307
O 17.28504 15.69376 19.34911
H 17.56110 14.35274 22.86995
H 16.53196 14.54255 21.47722
H 17.78752 13.28322 21.52346
H 18.45615 16.46040 22.97025
H 19.32063 17.25418 21.58542
H 17.56867 17.04891 21.49336
H 20.71495 15.46752 21.22150
H 20.15766 14.48167 22.61985
H 21.55910 13.18099 21.07573
H 19.79780 12.62949 21.02265
H 20.65411 12.97950 18.69841
H 21.14898 14.65137 19.09711
H 19.64819 13.96427 16.79127
H 19.92426 15.61871 17.41181
H 18.28389 15.05738 17.00650
H 17.10877 13.26268 18.85526
H 18.34240 12.41028 19.81217
H 18.43565 12.39832 18.00423
H 17.26076 16.57239 18.96100
C 15.25178 12.37316 16.34510
C 15.53494 12.19701 14.86366
C 14.24170 12.47028 14.12123
C 16.62166 13.20509 14.37373
C 17.98913 12.82766 14.85367
C 18.30020 11.44130 14.30498
C 17.30525 10.34921 14.79650
C 17.58640 9.04644 13.90130
C 17.57216 10.07476 16.31959
N 15.91948 10.78762 14.48688
O 14.98417 9.85622 14.92244
H 16.12009 12.56905 16.99692
H 14.55142 13.21001 16.42373
H 14.77168 11.46857 16.65104
H 13.43558 11.77779 14.43844
H 13.81849 13.46143 14.34141
H 14.42136 12.35634 13.05830
H 16.62340 13.26932 13.25391
H 16.24443 14.20368 14.68246
H 18.74095 13.55654 14.59644
H 17.97515 12.84357 15.92381
H 19.32266 11.08900 14.53832
H 18.32177 11.57669 13.20987
H 18.63480 8.75074 14.09280
H 17.41966 9.33759 12.84160
H 16.94546 8.21790 14.15849
H 16.95112 9.31347 16.78305
H 17.54140 10.98949 16.89301
H 18.61649 9.77680 16.33715
H 14.77788 9.24793 14.21289
C 14.18700 15.83671 17.89059
N 13.92136 15.69985 16.45441
C 14.64521 16.41278 15.53723
C 14.14603 16.38960 14.12171
O 15.64927 17.07742 15.75368
H 14.62150 16.81370 18.02494
H 14.99099 15.12988 18.20837
H 13.20957 15.61131 18.38560
H 13.26009 14.99370 16.23337
H 13.33552 15.68529 13.92648
H 15.01431 16.18838 13.48252
H 13.78009 17.37892 13.82395
C 11.33050 10.44345 15.93254
N 11.76138 11.73801 16.26448
C 11.17059 12.93600 15.99563
C 9.70452 12.94102 15.51558
O 11.78771 13.95796 16.17991
H 11.96369 9.77248 16.52187
H 11.49842 10.04457 14.94353
H 10.31183 10.32455 16.26459
H 12.75582 11.87231 16.39418
H 9.46384 13.86279 14.98606
H 9.12980 12.84531 16.45349
H 9.58520 12.03946 14.91717

Calculated values
lowest unoccupied orbital energy = 0.0099 Eh
total energy = -118946.588 eV
HOMO energy = -7.8481 eV

=====

# 4
Computed, not measured: a molecular structure, C20H32BrCoN7OPS2, with the ωB97M-V functional and the def2-TZVPD basis.

Positions of all 65 atoms, in Å:
Co 0.05220 -0.47211 -0.07521
C -3.37872 -1.06204 4.06149
S -3.90021 -0.16210 2.59178
C -2.52314 -0.22149 1.52110
S -1.00808 -0.90076 2.01262
N -2.82896 0.31425 0.36385
N -1.76504 0.37495 -0.48697
C -1.96997 0.67784 -1.71443
C -0.77616 0.81223 -2.56747
C -0.83880 1.41585 -3.81246
C 0.34185 1.63498 -4.50645
C 1.54063 1.24955 -3.93075
C 1.51144 0.63129 -2.68906
N 0.38579 0.39994 -2.02587
H -4.29232 -1.39880 4.54673
H -2.82064 -0.42109 4.73936
H -2.78004 -1.92637 3.78850
H -2.96699 0.87210 -2.09796
H -1.79372 1.71983 -4.21728
H 0.32465 2.10996 -5.47769
H 2.48432 1.41394 -4.42954
H 2.41909 0.29144 -2.20750
C 3.46980 -4.56253 -0.65081
C 2.01061 -4.22108 -0.73124
C 1.01676 -5.19599 -0.78834
C -0.31227 -4.82791 -0.84451
C -0.61872 -3.47538 -0.83142
Br -2.42174 -2.94618 -0.91778
N 0.30230 -2.52425 -0.76853
C 1.59108 -2.90368 -0.72843
H 3.66022 -5.56243 -1.03614
H 3.81944 -4.53621 0.38260
H 4.07155 -3.85822 -1.22397
H 1.28394 -6.24523 -0.79254
H -1.10407 -5.55956 -0.90000
H 2.31269 -2.09721 -0.67836
C 1.77446 0.33354 4.31343
N 2.32410 -0.25958 3.10135
C 2.32732 -1.71763 3.08266
P 2.66149 0.51241 1.70284
O 1.93580 -0.06444 0.50371
N 2.32518 2.11118 1.97026
C 3.16425 3.11619 1.31735
C 0.91082 2.49514 1.95753
N 4.26637 0.31878 1.42812
C 5.23777 0.52854 2.49265
C 4.84073 0.30716 0.09242
H 2.28114 -0.09518 5.18020
H 0.70357 0.13190 4.39800
H 1.94155 1.40686 4.31454
H 2.78856 -2.08845 3.99960
H 2.91135 -2.08426 2.23828
H 1.31416 -2.12230 3.01231
H 4.21475 2.84519 1.37931
H 3.03079 4.06734 1.83206
H 2.89380 3.25507 0.26437
H 0.31749 1.82417 2.57347
H 0.49894 2.48514 0.94002
H 0.82032 3.50538 2.35565
H 4.73828 0.58286 3.45718
H 5.79919 1.45449 2.33622
H 5.94794 -0.30041 2.51656
H 4.07405 0.07095 -0.63895
H 5.61970 -0.45622 0.03880
H 5.29229 1.27216 -0.15993

Calculated values
lowest unoccupied orbital energy (alpha / beta) = -0.1149 / -0.1187 Eh
total energy = -172364.650 eV
net charge = +1
2S+1 = 4
HOMO energy (alpha / beta) = -10.4803 / -10.4938 eV